66
Properties=species:S:1:pos:R:3 method="wB97M-V/def2-TZVPD" e_lumo_ev="-6.9 / -6.5" spin_multiplicity=2 e_tot_ev=-84143.452 charge=+2 s_squared=0.781 e_homo_ev="-12.57 / -12.58"
Re 0.01335 1.04130 -0.05635
C 2.26942 2.10824 -5.06718
N 1.38481 2.23009 -3.90906
C 0.48266 3.23947 -3.71756
C -0.09878 3.02196 -2.50524
N 0.44169 1.88893 -1.96014
C 1.34014 1.42330 -2.82869
P 2.30494 -0.10549 -2.61492
C 0.90123 -1.16113 -2.14979
N 0.01050 -0.87075 -1.20384
C -0.93561 -1.85921 -1.22680
C -0.59786 -2.75890 -2.19362
N 0.56333 -2.31452 -2.76330
C 1.25529 -2.95734 -3.87837
C 2.88468 0.23351 -0.91681
N 2.10261 0.62356 0.09194
C 2.89844 0.73732 1.20457
C 4.17006 0.40447 0.85945
N 4.14631 0.08628 -0.47371
C 5.32609 -0.28120 -1.25724
H 1.80800 2.61906 -5.90707
H 3.23492 2.56274 -4.85471
H 2.40291 1.06069 -5.32281
H 0.33176 4.01416 -4.44883
H -0.86302 3.58814 -2.00182
H -1.78112 -1.86287 -0.55306
H -1.07903 -3.66539 -2.51730
H 0.93292 -3.99299 -3.92960
H 1.01166 -2.46124 -4.81586
H 2.32943 -2.93234 -3.71447
H 2.50607 1.05557 2.15462
H 5.07823 0.37436 1.43589
H 5.96936 -0.90827 -0.64634
H 5.02082 -0.83696 -2.13881
H 5.86664 0.61408 -1.55723
C 0.47196 -1.95975 1.68943
C -0.13031 -0.85354 2.49364
C -0.57414 -1.19141 3.79009
C -1.11452 -0.25093 4.60648
C -1.16171 1.09006 4.16804
C -1.61719 2.14219 4.99432
C -1.56365 3.44037 4.56818
C -1.04245 3.73411 3.29903
C -0.62854 2.72133 2.46651
S 0.01008 3.04821 0.87185
C -0.69441 1.37325 2.87433
N -0.23926 0.38530 2.01130
H 1.07579 -2.58303 2.34878
H 1.09199 -1.59925 0.87703
H -0.32175 -2.59241 1.28552
H -0.48969 -2.22307 4.09927
H -1.48176 -0.50808 5.59195
H -1.99272 1.89980 5.98017
H -1.90522 4.24287 5.20648
H -0.96767 4.76161 2.96625
N -5.56902 -2.00920 0.64897
C -4.71539 -2.57163 1.50978
N -5.16006 -3.60467 2.23477
S -3.13434 -2.00225 1.68520
H -6.52914 -2.30043 0.57171
H -5.25692 -1.20847 0.12488
H -6.10236 -3.95084 2.16771
H -4.53144 -4.03337 2.88920
S -4.47866 0.83265 -1.36984
C -3.00184 0.88421 -0.82941
N -1.87848 0.92779 -0.43754